# 1
Computed, not measured: 7 unconnected molecules or ions with the total composition C36H69N3O16 in a non-equilibrium geometry, with wB97M-V/def2-TZVPD.

total charge = +1
LUMO (alpha / beta) = -2.812 / -7.141 eV
spin multiplicity = 2
HOMO energy (alpha / beta) = -10.14 / -10.14 eV
⟨S²⟩ = 0.75

CARTESIAN COORDINATES (ANGSTROEM)
C: 0.29 -6.55 0.83
C: -0.31 -7.73 1.60
O: -0.44 -7.24 2.93
C: -0.28 -5.95 2.99
O: -0.19 -5.27 3.98
O: 0.03 -5.50 1.70
H: -0.11 -6.55 -0.19
H: 1.35 -6.76 0.68
H: 0.37 -8.58 1.65
H: -1.29 -8.09 1.26
C: -4.03 0.32 3.35
C: -3.90 1.20 2.09
O: -3.90 0.24 1.07
C: -3.95 -0.99 1.56
O: -4.14 -1.93 0.83
O: -4.09 -1.05 2.84
H: -4.89 0.48 4.00
H: -3.08 0.50 3.85
H: -2.95 1.74 2.08
H: -4.70 1.94 2.14
C: 2.20 -4.69 6.44
C: 1.64 -3.26 6.34
O: 1.35 -2.82 7.63
C: 1.30 -3.84 8.35
O: 0.82 -3.88 9.51
O: 1.82 -4.94 7.77
H: 3.28 -4.74 6.39
H: 1.72 -5.16 5.58
H: 0.80 -3.23 5.64
H: 2.48 -2.67 5.97
C: 3.16 -5.92 -2.29
C: 2.67 -7.29 -2.26
O: 3.06 -7.83 -1.01
C: 3.77 -6.86 -0.36
O: 4.38 -7.06 0.68
O: 4.02 -5.78 -1.18
H: 2.26 -5.31 -2.17
H: 3.66 -5.61 -3.21
H: 3.07 -7.83 -3.11
H: 1.60 -7.45 -2.43
C: -4.49 7.21 -2.04
C: -3.51 6.34 -2.84
C: -2.09 6.62 -2.23
C: -1.78 5.89 -0.91
C: -2.25 4.45 -0.92
C: -3.67 4.13 -1.52
N: -3.83 4.89 -2.77
O: -4.94 4.53 -3.60
C: -3.58 2.61 -1.98
C: -4.77 4.28 -0.54
C: -3.52 6.85 -4.35
H: -5.51 6.84 -2.16
H: -4.54 8.20 -2.49
H: -4.14 7.57 -1.07
H: -1.34 6.45 -3.01
H: -1.87 7.67 -2.06
H: -1.97 6.49 -0.01
H: -0.69 5.78 -0.91
H: -2.09 4.05 0.08
H: -1.54 3.90 -1.53
H: -2.68 2.21 -2.45
H: -3.73 1.88 -1.18
H: -4.47 2.39 -2.57
H: -5.74 3.87 -0.82
H: -4.51 3.93 0.46
H: -5.09 5.31 -0.35
H: -2.66 7.50 -4.51
H: -4.38 7.44 -4.66
H: -3.28 6.05 -5.04
H: -5.65 5.16 -3.41
C: -0.63 -1.33 -0.11
C: 0.01 -0.43 0.96
C: -0.43 -0.68 2.37
C: 0.10 -1.99 2.91
C: 1.60 -2.00 2.82
C: 2.15 -1.68 1.46
N: 1.55 -0.49 0.89
O: 2.09 -0.07 -0.31
C: 3.60 -1.51 1.65
C: 2.04 -2.97 0.63
C: -0.42 0.93 0.53
H: 0.11 -1.51 -0.88
H: -1.62 -0.98 -0.39
H: -0.83 -2.39 0.08
H: -0.37 0.20 3.00
H: -1.51 -0.80 2.29
H: -0.35 -2.85 2.42
H: -0.26 -2.07 3.94
H: 1.91 -2.90 3.35
H: 1.89 -1.22 3.52
H: 4.07 -1.10 0.75
H: 3.98 -0.90 2.47
H: 4.24 -2.34 1.95
H: 1.00 -3.14 0.36
H: 2.59 -3.02 -0.31
H: 2.36 -3.90 1.11
H: -1.50 1.10 0.48
H: -0.03 1.11 -0.47
H: 0.14 1.77 0.96
H: 2.11 0.86 -0.09
C: 3.93 -0.25 -3.27
O: 4.82 0.87 -3.31
C: 5.00 1.46 -2.03
C: 3.94 2.52 -1.71
N: 3.82 3.62 -2.73
C: 2.52 4.17 -3.08
C: 1.45 3.20 -3.71
O: 0.91 2.26 -2.79
C: 0.03 1.30 -3.38
H: 3.54 -0.42 -4.28
H: 3.02 -0.04 -2.72
H: 4.30 -1.16 -2.80
H: 5.95 2.00 -2.01
H: 5.10 0.63 -1.33
H: 4.14 2.93 -0.72
H: 2.98 2.01 -1.63
H: 4.17 3.23 -3.59
H: 2.68 4.87 -3.90
H: 2.08 4.72 -2.25
H: 1.76 2.89 -4.71
H: 0.53 3.72 -3.96
H: -0.81 1.80 -3.86
H: -0.48 0.75 -2.59
H: 0.48 0.63 -4.12

***

# 2
Computed, not measured: a molecular structure, C36H70F3MgO18S8 in a non-equilibrium geometry, with wB97M-V/def2-TZVPD.

total charge = +1
LUMO = -1.499 eV
HOMO energy = -11.58 eV

CARTESIAN COORDINATES (ANGSTROEM)
Mg: -6.35 -22.16 2.91
C: -4.91 -23.73 4.32
O: -4.52 -23.39 2.96
O: -5.92 -22.99 4.65
C: -5.61 -25.11 4.35
F: -6.74 -25.11 3.58
F: -4.89 -26.16 3.83
F: -5.89 -25.48 5.56
C: -3.24 -23.65 2.37
C: -2.28 -22.57 2.78
H: -2.62 -21.59 2.47
H: -2.13 -22.61 3.82
H: -1.31 -22.68 2.33
H: -3.43 -23.65 1.32
H: -2.89 -24.57 2.75
H: -4.02 -23.74 4.95
C: -4.19 -25.95 -2.26
C: -3.31 -26.88 -3.05
C: -4.26 -28.08 -3.30
S: -5.11 -28.32 -1.65
O: -4.47 -29.34 -0.84
O: -6.55 -28.42 -1.89
C: -4.75 -26.71 -1.06
H: -4.97 -25.69 -2.96
H: -3.72 -25.09 -1.96
H: -2.45 -27.25 -2.44
H: -2.87 -26.43 -3.99
H: -3.79 -29.02 -3.51
H: -4.96 -27.79 -4.07
H: -4.03 -26.79 -0.31
H: -5.63 -26.24 -0.67
C: -6.73 -23.43 8.07
C: -5.19 -23.21 7.89
C: -4.97 -21.77 7.34
S: -6.63 -20.87 7.54
O: -7.49 -20.86 6.37
O: -6.29 -19.57 8.17
C: -7.36 -22.16 8.59
H: -7.04 -24.22 8.73
H: -7.29 -23.68 7.11
H: -4.64 -23.86 7.21
H: -4.75 -23.33 8.90
H: -4.75 -21.75 6.25
H: -4.31 -21.12 7.97
H: -8.44 -22.22 8.42
H: -7.09 -21.97 9.66
C: -3.77 -18.44 5.07
C: -5.00 -17.61 5.52
C: -6.14 -18.21 4.82
S: -5.55 -18.85 3.27
O: -6.27 -18.29 2.12
O: -5.58 -20.33 3.30
C: -3.80 -18.39 3.50
H: -3.94 -19.47 5.55
H: -2.78 -18.18 5.41
H: -4.93 -16.55 5.26
H: -5.10 -17.80 6.58
H: -6.99 -17.53 4.60
H: -6.66 -18.95 5.37
H: -3.71 -17.37 3.16
H: -3.26 -19.08 2.88
C: -9.59 -29.09 -0.01
C: -8.36 -28.95 0.89
C: -8.78 -28.36 2.18
S: -9.92 -27.03 1.72
O: -9.12 -25.87 1.35
O: -10.96 -26.81 2.71
C: -10.43 -27.83 0.13
H: -10.19 -29.90 0.40
H: -9.48 -29.38 -1.02
H: -7.75 -28.29 0.29
H: -7.68 -29.79 0.99
H: -7.94 -27.98 2.79
H: -9.33 -29.06 2.81
H: -10.24 -27.06 -0.57
H: -11.53 -28.00 0.21
C: -9.21 -21.08 -1.23
C: -9.48 -22.38 -0.41
C: -8.19 -23.18 -0.47
S: -6.87 -22.01 -0.36
O: -5.70 -22.18 -1.18
O: -6.58 -21.79 1.03
C: -7.85 -20.60 -0.87
H: -10.09 -20.40 -1.15
H: -9.20 -21.31 -2.26
H: -10.32 -22.92 -0.79
H: -9.67 -22.17 0.66
H: -8.09 -23.67 -1.42
H: -8.00 -24.04 0.22
H: -7.25 -20.10 -1.62
H: -7.96 -19.90 -0.04
C: -11.03 -29.90 8.56
C: -11.87 -30.13 7.19
C: -12.12 -28.69 6.54
S: -11.37 -27.56 7.60
O: -12.02 -26.29 7.58
O: -9.97 -27.56 7.29
C: -11.59 -28.49 9.09
H: -9.99 -29.89 8.29
H: -11.24 -30.68 9.29
H: -12.92 -30.46 7.31
H: -11.32 -30.77 6.49
H: -13.23 -28.47 6.34
H: -11.75 -28.63 5.57
H: -12.68 -28.51 9.35
H: -11.07 -28.04 9.96
C: -2.52 -21.43 -2.64
C: -2.37 -19.98 -3.01
C: -2.96 -19.17 -1.85
S: -2.34 -19.93 -0.34
O: -3.42 -19.92 0.66
O: -1.08 -19.38 -0.01
C: -2.14 -21.53 -1.10
H: -1.88 -22.12 -3.23
H: -3.60 -21.83 -2.69
H: -2.81 -19.71 -3.98
H: -1.31 -19.77 -3.07
H: -4.07 -19.31 -1.90
H: -2.70 -18.13 -1.85
H: -2.81 -22.23 -0.64
H: -1.15 -21.84 -0.91
C: -10.72 -22.57 5.92
C: -10.22 -23.95 5.53
C: -9.95 -24.11 4.04
S: -9.87 -22.46 3.42
O: -10.97 -22.17 2.51
O: -8.57 -22.34 2.82
C: -10.13 -21.48 4.95
H: -10.53 -22.47 7.00
H: -11.77 -22.40 5.82
H: -10.84 -24.71 5.99
H: -9.26 -24.02 6.04
H: -10.81 -24.53 3.48
H: -9.07 -24.69 3.82
H: -10.85 -20.73 4.74
H: -9.16 -21.09 5.34

***

# 3
Computed, not measured: a molecular structure, C36H70F3NiO18S8 in a non-equilibrium geometry, with wB97M-V/def2-TZVPD.

total charge = +1
LUMO (alpha / beta) = -3.610 / -4.993 eV
spin multiplicity = 3
energy relative to the best compared isomer or geometry (same formula, charge and spin) = 34.7 kcal per mole
HOMO energy (alpha / beta) = -11.73 / -11.73 eV
⟨S²⟩ = 2.00

CARTESIAN COORDINATES (ANGSTROEM)
Ni: -36.29 30.24 -9.85
C: -35.79 27.01 -10.82
O: -36.88 26.39 -10.14
O: -35.77 28.32 -10.45
C: -34.42 26.32 -10.79
F: -34.41 25.13 -11.43
F: -33.51 27.05 -11.46
F: -33.94 26.04 -9.54
C: -37.52 25.37 -10.91
C: -38.56 24.63 -10.06
H: -39.49 25.18 -9.97
H: -38.71 23.63 -10.47
H: -38.06 24.47 -9.10
H: -36.77 24.63 -11.18
H: -38.03 25.69 -11.83
H: -35.88 27.06 -11.92
C: -41.59 28.23 -10.83
C: -41.68 29.56 -10.07
C: -40.79 30.57 -10.82
S: -39.38 29.71 -11.48
O: -38.25 29.90 -10.56
O: -39.18 29.89 -12.89
C: -40.11 28.01 -11.24
H: -42.15 28.34 -11.76
H: -41.97 27.38 -10.28
H: -41.23 29.35 -9.10
H: -42.71 29.89 -9.98
H: -40.52 31.53 -10.37
H: -41.29 30.93 -11.72
H: -39.61 27.50 -10.41
H: -40.02 27.36 -12.11
C: -30.58 24.52 -11.25
C: -30.93 23.09 -10.82
C: -29.63 22.35 -10.79
S: -28.48 23.45 -9.91
O: -27.16 23.34 -10.49
O: -28.63 23.31 -8.49
C: -29.36 24.96 -10.44
H: -31.42 25.20 -11.17
H: -30.36 24.39 -12.31
H: -31.62 22.57 -11.49
H: -31.53 23.06 -9.91
H: -29.26 22.23 -11.81
H: -29.59 21.36 -10.33
H: -28.65 25.38 -11.16
H: -29.52 25.71 -9.67
C: -31.48 25.96 -14.78
C: -32.31 27.16 -15.23
C: -33.55 26.69 -15.98
S: -33.81 24.98 -15.47
O: -33.46 24.10 -16.56
O: -35.09 24.90 -14.76
C: -32.46 24.89 -14.31
H: -30.83 26.22 -13.95
H: -30.96 25.61 -15.68
H: -31.70 27.92 -15.72
H: -32.62 27.70 -14.33
H: -33.40 26.68 -17.07
H: -34.46 27.26 -15.82
H: -32.12 23.86 -14.15
H: -32.79 25.21 -13.32
C: -41.86 21.39 -12.72
C: -42.20 21.37 -14.22
C: -41.82 22.77 -14.77
S: -40.35 23.32 -13.87
O: -40.60 24.70 -13.50
O: -39.23 22.92 -14.69
C: -40.57 22.18 -12.47
H: -42.02 20.44 -12.22
H: -42.61 22.07 -12.33
H: -43.22 21.11 -14.48
H: -41.56 20.65 -14.74
H: -42.65 23.49 -14.75
H: -41.58 22.92 -15.83
H: -40.67 22.86 -11.63
H: -39.66 21.59 -12.38
C: -32.87 29.20 -5.75
C: -33.05 28.05 -6.76
C: -32.64 28.62 -8.12
S: -33.24 30.33 -8.14
O: -34.54 30.50 -8.80
O: -32.15 31.19 -8.56
C: -33.44 30.46 -6.36
H: -31.84 29.29 -5.42
H: -33.43 29.03 -4.82
H: -34.10 27.74 -6.85
H: -32.35 27.23 -6.59
H: -32.94 28.05 -9.00
H: -31.56 28.57 -8.27
H: -34.52 30.38 -6.24
H: -33.06 31.40 -5.97
C: -34.82 24.25 -6.28
C: -35.36 23.26 -7.32
C: -35.56 21.94 -6.60
S: -34.13 21.81 -5.40
O: -33.13 21.06 -6.14
O: -34.62 21.41 -4.09
C: -33.69 23.58 -5.47
H: -35.67 24.65 -5.72
H: -34.48 25.12 -6.83
H: -34.66 23.19 -8.15
H: -36.25 23.59 -7.86
H: -35.54 21.03 -7.18
H: -36.42 21.93 -5.93
H: -32.75 23.51 -6.03
H: -33.31 23.95 -4.52
C: -38.66 27.12 -15.13
C: -37.40 27.77 -14.57
C: -37.00 29.07 -15.27
S: -38.41 29.54 -16.33
O: -38.17 29.29 -17.75
O: -38.88 30.88 -16.01
C: -39.56 28.26 -15.63
H: -39.17 26.53 -14.36
H: -38.43 26.45 -15.96
H: -36.63 26.99 -14.55
H: -37.45 28.12 -13.54
H: -36.13 29.05 -15.92
H: -36.98 29.98 -14.67
H: -40.30 28.00 -16.38
H: -40.20 28.67 -14.85
C: -39.63 27.29 -6.69
C: -38.44 26.42 -6.24
C: -37.13 27.07 -6.72
S: -37.46 28.89 -6.76
O: -37.20 29.35 -8.11
O: -36.75 29.47 -5.64
C: -39.26 28.72 -6.44
H: -40.52 26.97 -6.15
H: -39.80 27.15 -7.76
H: -38.51 25.38 -6.54
H: -38.38 26.36 -5.15
H: -37.05 26.76 -7.76
H: -36.21 26.88 -6.17
H: -39.78 29.49 -7.01
H: -39.28 29.05 -5.40

***

Question: total charge of number 2 (C36H70F3MgO18S8)?
Answer: +1